No. 1
Formula: C25H37O2Tm
Source: OMol25
Level of theory: ωB97M-V with the def2-TZVPD basis set

Structure (XYZ):
```
65
C25H37O2Tm (ωB97M-V with the def2-TZVPD basis set)
O -0.5644 -0.8804 -0.6374
C -1.3933 -2.0178 -0.1504
C -1.0986 -2.8403 -1.3810
H -2.4322 -1.6863 -0.0798
H -0.9950 -2.4130 0.7908
C -0.3459 -1.6222 -1.9148
H -1.9921 -3.0608 -1.9569
H -0.4847 -3.7265 -1.1921
C -1.0690 -0.9121 -3.0416
H -2.1088 -0.6985 -2.7684
H -1.0641 -1.5343 -3.9497
H -0.5657 0.0331 -3.2778
C 1.1257 -1.8355 -2.1724
H 1.5761 -2.3999 -1.3482
H 1.6425 -0.8693 -2.2734
H 1.2627 -2.3940 -3.1066
Tm 0.4983 0.7111 0.5411
C 2.6967 0.7131 1.6898
C 1.7071 0.5205 2.7007
C 1.0909 -0.7501 2.4815
H 1.4945 1.2130 3.5160
C 1.7014 -1.3354 1.3241
C 2.6866 -0.4219 0.8248
H 3.3721 -0.6110 -0.0032
H 3.3656 1.5703 1.6131
H 0.3498 -1.2346 3.1183
H 1.5500 -2.3551 0.9760
C 0.7053 3.4569 0.1260
C 1.5239 2.5823 -0.8018
C 0.6772 1.8666 -1.6524
H 2.6055 2.7080 -0.8959
C -0.6895 2.0608 -1.1972
C -0.6746 2.8591 -0.0502
H -1.5338 3.2535 0.4937
H 0.7054 4.5078 -0.2297
H 0.9693 1.3245 -2.5502
H -1.5711 1.6734 -1.7100
O -3.3137 -4.1634 -2.2532
C -2.9819 -4.9079 -3.4629
C -4.0705 -5.9560 -3.7426
H -1.9950 -5.3820 -3.3259
H -2.8943 -4.1783 -4.2840
C -4.9867 -5.9256 -2.4983
H -3.6275 -6.9401 -3.9115
H -4.6252 -5.6708 -4.6397
C -4.5751 -4.6591 -1.7282
H -4.8138 -6.8101 -1.8790
H -6.0461 -5.8988 -2.7638
H -4.4420 -4.8517 -0.6536
H -5.3333 -3.8692 -1.8512
C 3.4760 3.9137 4.3126
C 2.4833 4.7831 3.5385
C 1.4864 5.3943 4.5236
C 3.2665 5.9067 2.8488
C 1.7571 3.9634 2.5250
C 1.2266 3.4920 1.5271
H 4.0411 4.5327 5.0188
H 4.1867 3.4340 3.6294
H 2.9543 3.1303 4.8739
H 2.0039 6.0339 5.2481
H 0.7470 6.0050 3.9917
H 0.9588 4.6055 5.0663
H 4.0076 5.4874 2.1616
H 2.5942 6.5586 2.2801
H 3.7921 6.5175 3.5937
```

Total charge ... 0
Orbital gap (alpha / beta) ... 4.7260 / 4.8124 eV
Largest force on an atom ... 2.79 eV/A
Highest occupied orbital energy (alpha / beta) ... -4.35 / -4.44 eV
Multiplicity ... 3

Table of Löwdin atomic charges, one value per atom, all in e: number 1, O, carries -0.27; number 2, C, carries -0.09; number 3, C, carries -0.08; number 4, H, carries 0.13; number 5, H, carries 0.12; number 6, C, carries -0.51; number 7, H, carries 0.07; number 8, H, carries 0.13; number 9, C, carries 0.00; number 10, H, carries 0.10; number 11, H, carries 0.10; number 12, H, carries 0.07; number 13, C, carries 0.00; number 14, H, carries 0.08; number 15, H, carries 0.08; number 16, H, carries 0.10; number 17, Tm, carries 1.36; number 18, C, carries -0.21; number 19, C, carries -0.21; number 20, C, carries -0.21; number 21, H, carries 0.10; number 22, C, carries -0.23; number 23, C, carries -0.20; number 24, H, carries 0.11; number 25, H, carries 0.11; number 26, H, carries 0.10; number 27, H, carries 0.10; number 28, C, carries -0.40; number 29, C, carries -0.22; number 30, C, carries -0.26; number 31, H, carries 0.10; number 32, C, carries -0.26; number 33, C, carries -0.24; number 34, H, carries 0.08; number 35, H, carries 0.13; number 36, H, carries 0.08; number 37, H, carries 0.10; number 38, O, carries -0.22; number 39, C, carries -0.18; number 40, C, carries -0.15; number 41, H, carries 0.12; number 42, H, carries 0.12; number 43, C, carries -0.15; number 44, H, carries 0.11; number 45, H, carries 0.11; number 46, C, carries -0.17; number 47, H, carries 0.11; number 48, H, carries 0.11; number 49, H, carries 0.12; number 50, H, carries 0.12; number 51, C, carries -0.06; number 52, C, carries -0.62; number 53, C, carries -0.06; number 54, C, carries -0.05; number 55, C, carries 0.03; number 56, C, carries 0.00; number 57, H, carries 0.08; number 58, H, carries 0.08; number 59, H, carries 0.08; number 60, H, carries 0.08; number 61, H, carries 0.09; number 62, H, carries 0.08; number 63, H, carries 0.09; number 64, H, carries 0.09; number 65, H, carries 0.08

=====

No. 2
Formula: C25H38AgN3O4P2S
Source: OMol25
Level of theory: ωB97M-V with the def2-TZVPD basis set

Structure (XYZ):
```
74
C25H38AgN3O4P2S (ωB97M-V with the def2-TZVPD basis set)
Ag -0.0791 0.9393 -0.9296
C 3.6735 0.8185 -0.1380
P 2.3452 1.4946 -1.1920
C 3.1225 1.4627 -2.8470
C 2.4693 3.2765 -0.7610
C 1.5437 4.1715 -1.5928
P -0.2282 3.6839 -1.4460
C -0.9872 4.7971 -2.6839
C -0.6832 4.5383 0.1088
H 3.8203 -0.2425 -0.3426
H 3.3767 0.9230 0.9066
H 4.6179 1.3436 -0.2997
H 4.0566 2.0298 -2.8642
H 2.4398 1.8736 -3.5911
H 3.3310 0.4298 -3.1309
H 3.5127 3.5861 -0.8734
H 2.2146 3.3513 0.2998
H 1.8155 4.1213 -2.6515
H 1.6560 5.2165 -1.2885
H -0.6942 5.8375 -2.5209
H -2.0724 4.7180 -2.6184
H -0.6952 4.4949 -3.6902
H -0.4454 5.6046 0.0663
H -0.1598 4.0674 0.9423
H -1.7518 4.4122 0.2879
C 0.1178 -4.9570 -0.0228
C -1.2083 -4.4937 -0.6592
C -2.4717 -3.6290 -2.6557
C -3.1775 -2.6155 -2.1655
C -2.3368 -1.8358 -1.1485
C -2.4793 -2.5092 0.2021
C -1.9882 -3.7228 0.3940
S -2.7674 -0.0954 -1.0511
O -2.1100 0.3595 0.1952
O -4.2067 -0.0493 -1.0131
O -2.1351 0.5169 -2.2268
H 0.6997 -5.5743 -0.7033
H -0.1112 -5.5510 0.8625
H 0.7088 -4.0990 0.2871
H -2.8263 -4.3859 -3.3423
H -4.2075 -2.3638 -2.3730
H -3.0193 -1.9947 0.9864
H -2.1190 -4.2336 1.3420
N -2.5031 -6.7230 -1.2164
C -1.9563 -5.7391 -0.9861
C -1.0947 -3.6534 -2.0074
C 0.1005 -4.0614 -2.8182
C 1.2407 -3.4019 -2.6094
C 1.2990 -2.3351 -1.5799
N 0.2822 -1.7451 -1.0937
C -0.9560 -2.1537 -1.7445
H 0.0481 -4.8983 -3.5069
H 2.1542 -3.6685 -3.1260
H 2.2802 -2.0343 -1.2112
H -0.9472 -1.6750 -2.7295
O 0.5624 1.8009 1.6111
C -0.3052 1.2022 2.2265
C -0.3375 -0.2902 2.3467
C 0.5366 -0.6040 3.5802
C 0.2360 0.2064 4.8556
C 0.6023 1.7023 4.7914
C -0.4803 2.5876 4.1520
N -1.1744 1.8827 3.0624
H 0.0581 -0.7587 1.4461
H -1.3620 -0.6355 2.4952
H 1.5816 -0.4272 3.3062
H 0.4482 -1.6687 3.8037
H 0.8071 -0.2507 5.6659
H -0.8179 0.0885 5.1351
H 1.5326 1.8064 4.2255
H 0.8104 2.0753 5.7962
H -0.0531 3.5169 3.7782
H -1.2426 2.8520 4.8849
H -1.9105 1.2863 3.4084
```

Total charge ... 0
Orbital gap ... 7.5575 eV
Largest force on an atom ... 0.87 eV/A
Highest occupied orbital energy ... -7.56 eV

Table of Löwdin atomic charges, one value per atom, all in e: number 1, Ag, carries 0.55; number 2, C, carries -0.27; number 3, P, carries 0.78; number 4, C, carries -0.28; number 5, C, carries -0.43; number 6, C, carries -0.43; number 7, P, carries 0.83; number 8, C, carries -0.29; number 9, C, carries -0.28; number 10, H, carries 0.03; number 11, H, carries 0.04; number 12, H, carries 0.05; number 13, H, carries 0.05; number 14, H, carries 0.04; number 15, H, carries 0.03; number 16, H, carries 0.08; number 17, H, carries 0.07; number 18, H, carries 0.07; number 19, H, carries 0.08; number 20, H, carries 0.04; number 21, H, carries 0.04; number 22, H, carries 0.04; number 23, H, carries 0.04; number 24, H, carries 0.01; number 25, H, carries 0.05; number 26, C, carries -0.02; number 27, C, carries -0.36; number 28, C, carries 0.00; number 29, C, carries 0.02; number 30, C, carries -0.39; number 31, C, carries -0.01; number 32, C, carries -0.02; number 33, S, carries 0.45; number 34, O, carries -0.39; number 35, O, carries -0.30; number 36, O, carries -0.39; number 37, H, carries 0.09; number 38, H, carries 0.09; number 39, H, carries 0.08; number 40, H, carries 0.12; number 41, H, carries 0.13; number 42, H, carries 0.12; number 43, H, carries 0.12; number 44, N, carries 0.18; number 45, C, carries -0.18; number 46, C, carries -0.31; number 47, C, carries 0.00; number 48, C, carries -0.04; number 49, C, carries -0.15; number 50, N, carries 0.10; number 51, C, carries -0.26; number 52, H, carries 0.13; number 53, H, carries 0.10; number 54, H, carries 0.10; number 55, H, carries 0.16; number 56, O, carries -0.01; number 57, C, carries -0.52; number 58, C, carries -0.13; number 59, C, carries -0.17; number 60, C, carries -0.19; number 61, C, carries -0.18; number 62, C, carries -0.17; number 63, N, carries 0.07; number 64, H, carries 0.09; number 65, H, carries 0.11; number 66, H, carries 0.11; number 67, H, carries 0.11; number 68, H, carries 0.11; number 69, H, carries 0.11; number 70, H, carries 0.11; number 71, H, carries 0.11; number 72, H, carries 0.11; number 73, H, carries 0.12; number 74, H, carries 0.12